No. 1
Molecular formula: C5H11AlClF3Sc
Method: DFT, wB97M-V/def2-TZVPD

```
22
Properties=species:S:1:pos:R:3:forces:R:3
Sc 2.00449 1.82705 -2.02565 0.089 -2.381 0.056
Cl 1.54020 3.85062 -1.05741 -0.142 0.945 0.239
Al 0.13932 -0.83706 0.31892 -0.623 -1.594 -0.535
F -1.45136 0.13402 -1.95526 -0.380 0.117 1.083
F -2.67904 -0.79368 -0.36329 0.310 0.665 -0.151
F -1.86775 1.23986 -0.07886 -0.225 -0.362 -0.315
C 0.64330 -2.65762 -0.33085 -0.417 1.492 -1.669
C 1.42776 0.85783 -3.90185 0.033 0.423 0.024
C -1.54835 -0.01364 -0.54628 0.299 -0.313 -0.896
C 3.81959 0.68486 -1.52979 -0.124 0.337 -0.309
C -0.30146 -0.68536 2.23209 0.884 0.212 0.363
H 4.57399 1.40513 -1.22215 0.387 0.104 0.326
H 2.18946 0.11630 -4.18210 0.005 0.304 -0.043
H 4.20324 0.20968 -2.44036 -0.092 -0.014 -0.036
H 0.26565 0.18094 2.63579 -0.480 -0.493 0.221
H 1.41783 1.69863 -4.62580 -0.131 -0.492 -0.169
H 3.71931 -0.09923 -0.77670 -0.044 0.123 0.081
H -1.37696 -0.55656 2.41137 0.281 0.025 -0.055
H 0.47051 0.32501 -3.90008 -0.031 0.318 -0.040
H 0.05035 -1.62406 2.70720 -0.185 0.579 -0.012
H 0.54573 -3.01183 -1.39968 -0.735 0.515 0.751
H 1.67461 -2.89271 -0.24196 1.321 -0.509 1.087
```
Positions in Å, forces in eV/Å.

Output
Energy relative to the best compared isomer or geometry (same formula, charge and spin) (kcal/mol): 14.6
Highest occupied orbital energy (spin up / spin down) (eV): -2.93 / -4.52
Frontier orbital gap (spin up / spin down) (eV): 5.2 / 6.6
E_LUMO (spin up / spin down) (hartree): 0.0834 / 0.0774
Net charge: -1

---

No. 2
Molecular formula: C16H21AuBN5O3S2
Method: DFT, wB97M-V/def2-TZVPD

```
49
Properties=species:S:1:pos:R:3:forces:R:3
Au -1.17862 0.73414 -0.19449 0.599 -0.022 -0.863
S -1.69621 1.12462 -2.63413 0.159 0.048 0.089
S -0.52649 3.12451 -0.87043 -0.123 -0.167 0.239
O -0.92743 0.79556 2.30133 -0.229 -0.049 0.200
O 1.62040 -1.24001 0.48095 -0.037 0.071 0.178
O 1.25173 -1.78228 -1.70713 -0.055 -0.182 -0.089
N -2.62085 0.50132 3.81675 -0.064 -0.143 -0.212
N -3.00343 0.53798 1.48007 -0.316 -0.011 -0.015
N -5.08342 0.08042 0.50921 0.106 -0.022 0.008
N 0.35178 5.81937 -3.53496 -0.026 -0.071 0.032
N -1.48416 2.86998 -5.96301 0.030 -0.018 0.063
C -2.15056 0.60602 2.49800 0.241 0.099 0.305
C 3.73598 -0.12173 0.34205 -0.144 -0.051 0.038
C -4.80347 -0.05525 2.94704 -0.135 0.097 -0.299
C -1.16598 3.11866 -4.87889 -0.110 -0.082 -0.217
C -0.76223 3.50318 -3.57541 -0.072 -0.117 -0.032
C -0.97070 2.68094 -2.46010 -0.059 -0.065 -0.173
C 3.56851 -2.60358 0.40600 -0.189 0.031 -0.010
C -0.85674 -1.42830 -0.25633 -0.229 -0.005 0.283
C -4.31367 0.21144 1.68598 0.052 -0.028 0.347
C 2.90616 -1.31993 -0.10788 0.274 -0.094 -0.069
C -0.14517 4.77473 -3.51566 0.129 0.272 0.168
C 2.60426 -1.35068 -1.64934 0.189 0.146 -0.093
C -1.66740 0.29896 4.87652 0.023 0.045 -0.087
C 2.66630 0.03182 -2.30558 -0.098 -0.123 0.099
C 3.46438 -2.32900 -2.44385 -0.154 0.059 0.066
C -3.94841 0.07262 4.03548 0.187 -0.039 0.279
B 0.63954 -1.50865 -0.47924 -0.092 0.291 -0.075
H 3.15816 -2.28582 -3.48988 0.051 0.006 -0.018
H 4.52238 -2.06557 -2.37174 0.012 -0.015 -0.028
H -0.72008 0.73365 4.57123 0.009 0.007 0.036
H 2.98003 -3.47510 0.11454 0.038 -0.013 -0.012
H -1.47317 -1.83301 -1.05688 0.006 -0.003 -0.005
H -2.02378 0.78120 5.79188 -0.004 0.004 0.004
H 3.31965 -3.35027 -2.09279 0.050 0.008 0.000
H -5.93607 0.61824 0.54346 -0.041 0.037 -0.033
H 3.21477 0.81074 0.13444 0.020 0.001 -0.037
H -5.82867 -0.37029 3.09646 0.006 -0.028 -0.030
H 3.89045 -0.18133 1.42104 0.021 -0.015 -0.004
H 1.99415 0.72442 -1.79631 0.009 0.050 -0.001
H -4.22456 -0.11595 5.06200 -0.013 0.037 -0.012
H 2.31922 -0.06118 -3.33515 -0.015 0.013 0.003
H 4.59188 -2.71690 0.04163 -0.010 -0.007 -0.016
H -1.51380 -0.77043 5.08390 -0.021 0.010 0.018
H 3.67905 0.43965 -2.30903 -0.002 0.018 0.008
H -4.51597 0.37211 -0.27863 -0.055 0.038 -0.018
H 4.70985 -0.11556 -0.15346 0.020 0.025 0.000
H 3.58304 -2.56205 1.49612 0.020 0.007 0.005
H -1.23065 -1.72339 0.72423 0.040 -0.050 -0.020
```
Positions in Å, forces in eV/Å.

Output
Energy relative to the best compared isomer or geometry (same formula, charge and spin) (kcal/mol): 3.6
Highest occupied orbital energy (spin up / spin down) (eV): 0.34 / -1.74
2S+1: 3
Expectation value of S²: 2.020
Frontier orbital gap (spin up / spin down) (eV): 4.1 / 6.2
E_LUMO (spin up / spin down) (hartree): 0.1627 / 0.1624
Net charge: -2

---

No. 3
Molecular formula: C4H14NO2S
Method: DFT, wB97M-V/def2-TZVPD

```
22
Properties=species:S:1:pos:R:3:forces:R:3
S 2.83802 -1.27640 1.26099 -0.671 0.469 0.064
O -0.61315 -3.06091 -2.21124 0.234 -0.074 -0.226
O 1.79037 -1.98688 -1.80873 0.271 -0.321 -0.097
N -1.48644 1.09889 0.96647 -0.375 -0.624 -1.072
C -0.11531 1.67450 0.93791 -0.843 -0.202 -0.197
C -2.46572 1.66638 0.00117 -0.162 0.262 2.107
C 1.24278 -0.33081 1.58417 0.836 -1.323 -1.096
C 0.86890 0.62806 0.43525 1.855 0.594 1.371
H -0.70922 -2.54495 -3.01828 -0.162 -0.076 0.024
H 1.46882 -1.09462 -1.64855 0.147 0.036 0.052
H 0.48259 -1.12022 1.66213 -0.121 0.306 0.036
H 0.03563 2.61180 0.36443 -0.831 -0.371 -0.009
H -3.26609 0.99493 -0.32860 0.424 -0.347 0.270
H 1.76270 1.19013 0.07183 -0.251 -0.671 0.390
H 0.07383 1.94431 1.99000 0.545 -0.096 -0.384
H -2.97179 2.42100 0.64081 0.047 0.188 -1.076
H 2.21875 -2.20009 -0.94894 0.077 0.374 0.205
H -2.00235 2.08133 -0.87297 0.253 0.481 -0.542
H 1.25755 0.17860 2.52797 0.270 0.389 0.507
H 0.34859 -2.92634 -2.02048 -0.459 0.121 0.133
H -1.34926 0.10343 0.77273 -0.228 0.436 0.067
H 0.59082 -0.05211 -0.35808 -0.854 0.448 -0.529
```
Positions in Å, forces in eV/Å.

Output
Energy relative to the best compared isomer or geometry (same formula, charge and spin) (kcal/mol): 22.9
Highest occupied orbital energy (eV): -2.92
Frontier orbital gap (eV): 6.3
E_LUMO (hartree): 0.1247
Net charge: -1

---

No. 4
Molecular formula: C25H21FIN2O3
Method: DFT, wB97M-V/def2-TZVPD

```
53
Properties=species:S:1:pos:R:3:forces:R:3
I 0.59041 4.06735 -0.18102 0.606 -1.042 0.166
F -2.73533 -3.87144 2.24356 0.888 1.220 0.899
O 2.35259 1.83056 -1.78767 -1.092 -0.055 0.242
O -0.87228 -1.29175 -2.72243 0.410 1.197 0.759
O -2.06247 2.27992 -0.10463 0.860 -0.396 -0.578
N 0.73614 0.29552 -2.25920 -1.004 0.294 0.685
N -1.44925 0.48854 -1.37615 1.200 0.192 -0.243
C 1.33317 -1.30544 3.28046 0.424 -1.080 0.329
C 4.81220 -1.83990 2.02254 -0.088 -0.071 0.056
C 0.19871 2.14963 -0.82351 -0.109 -0.093 -0.379
C 3.08171 2.54572 3.11105 -0.116 0.284 -0.606
C -0.78946 -0.94588 4.41847 0.488 0.041 -0.326
C 4.48402 4.10125 1.87217 -0.445 -0.172 0.006
C 2.03214 2.76323 2.20145 0.242 -0.022 0.239
C 4.64941 -2.88810 1.10163 -0.300 0.413 0.410
C 3.43650 4.32433 0.96271 -0.010 -0.070 0.220
C 3.37725 -3.44031 0.90191 -0.441 -0.061 0.110
C -0.55079 -0.24585 -2.15911 -0.109 -0.186 -0.221
C -0.03172 -1.66947 3.43565 -1.126 0.031 0.143
C 1.69294 -0.41164 -3.06383 0.572 -0.188 -0.392
C -1.15661 1.70842 -0.72977 -0.854 0.266 0.756
C -2.13596 -1.18490 4.63704 -0.219 -0.217 -0.058
C -2.79338 -0.00135 -1.25708 -0.734 -0.094 0.113
C 3.71319 -1.37041 2.72732 -0.299 0.169 0.003
C 2.38903 -1.89896 2.53267 0.626 0.186 -0.254
C -2.07856 -2.89596 2.96499 -0.140 -0.997 -0.887
C 1.17437 1.48279 -1.62901 1.010 0.100 -0.272
C 2.22572 3.66324 1.15922 0.091 0.026 0.065
C -0.73078 -2.68515 2.70940 -0.297 0.284 0.219
C 4.29745 3.22281 2.94709 -0.109 -0.010 -0.102
C -2.81103 -2.17666 3.90587 0.681 0.443 0.160
C 2.26913 -2.96808 1.59756 0.348 0.045 -0.193
H -0.27457 -0.17899 5.00278 -0.211 -0.206 -0.191
H 3.56469 5.00262 0.12099 0.026 -0.170 0.196
H -0.24569 -3.28770 1.95270 -0.441 0.121 0.208
H -2.68185 -0.60005 5.38022 0.219 -0.222 -0.252
H 1.08486 2.23660 2.31199 0.154 0.164 -0.035
H -2.85049 -0.93415 -1.81007 -0.092 0.062 0.054
H 1.66374 -0.53342 3.98008 -0.104 0.037 -0.328
H 1.20021 -1.30201 -3.44402 0.129 0.052 -0.025
H 1.30625 -3.42146 1.40662 0.434 0.031 -0.119
H 2.56278 -0.67544 -2.45609 -0.054 0.016 -0.159
H 2.02216 0.22799 -3.88798 0.039 -0.188 0.114
H 5.10474 3.06292 3.66579 -0.249 0.069 -0.263
H 5.50844 -3.26606 0.54974 -0.224 0.077 0.100
H -3.03363 -0.15927 -0.20163 -0.076 0.014 -0.168
H -3.48995 0.73579 -1.66705 0.023 -0.197 0.115
H 2.93428 1.85375 3.94321 0.079 0.270 -0.197
H 3.84167 -0.56201 3.45292 -0.010 -0.234 -0.283
H -3.86586 -2.38060 4.06001 0.152 -0.010 -0.071
H 5.43726 4.61732 1.73676 -0.352 -0.189 0.044
H 5.80038 -1.39679 2.18440 -0.458 -0.202 -0.038
H 3.24270 -4.25552 0.18898 0.062 0.264 0.230
```
Positions in Å, forces in eV/Å.

Output
Energy relative to the best compared isomer or geometry (same formula, charge and spin) (kcal/mol): 0.0
Highest occupied orbital energy (eV): -10.63
Frontier orbital gap (eV): 4.4
E_LUMO (hartree): -0.2289
Net charge: +1

---

Among the records above, which one has the lowest net charge?
C16H21AuBN5O3S2

---

Among the records above, which one has the lowest net charge?
C16H21AuBN5O3S2